165
Properties=species:S:1:pos:R:3:mulliken_charge:R:1 method="wB97M-V/def2-TZVPD" molar_mass_g_mol=1811.59 homo_ha=-0.3085 gap_ev=7.68 charge=0
C -3.3612 -1.3100 0.0407 -0.861
C -3.4698 -2.6811 0.0750 -0.552
C -2.1402 -3.5259 0.2610 -0.296
C -0.8944 -2.5992 0.5346 -0.064
C -0.0317 -2.2467 -0.5983 0.912
C -0.3515 -2.8341 -2.0208 -1.243
C -1.5275 -2.0399 -2.7526 0.456
S -1.0153 -0.2618 -2.7285 0.233
C -2.3897 0.7128 -3.3756 -0.051
N -3.3063 0.0521 -4.1193 0.022
N -4.2202 1.0252 -4.4188 -0.745
C -3.8369 2.1952 -3.8939 -0.039
O -2.6190 2.0417 -3.2014 -0.058
C 1.1241 -1.3851 -0.3551 0.719
C 1.3571 -0.8960 1.0230 1.073
C 0.4979 -1.2655 2.1593 0.532
C 0.8500 -0.7396 3.5799 -0.098
C 1.8203 -1.6928 4.4026 0.615
O 1.7080 -1.6271 5.5873 -0.511
Cl 3.0053 -2.7753 3.6018 -0.172
C -0.6588 -2.1273 1.9325 -1.178
N -1.5835 -2.6047 2.9441 1.026
C -1.0744 -3.6977 3.7502 0.423
C -2.1371 -4.5653 4.5411 -0.836
O 0.0792 -4.0330 3.8353 -0.348
C -2.2128 -1.5677 3.7141 0.568
C -2.8827 -0.3088 3.0312 -0.984
O -2.2341 -1.5719 4.9301 -0.551
C 2.5944 0.0497 1.1759 -0.813
O 3.3726 0.0106 2.0994 -0.494
C 2.7804 1.0506 -0.0144 -0.163
C 3.1627 2.4456 0.1553 0.911
C 3.4122 3.0636 1.5694 0.413
C 2.5257 4.3920 1.6519 -0.162
C 2.0701 4.6743 3.1200 0.452
O 2.3245 3.9784 4.0679 -0.510
O 1.3468 5.8406 3.3446 -0.532
C 3.2787 3.2962 -1.0557 0.121
C 3.0511 2.8057 -2.4165 -1.326
C 2.6928 1.3930 -2.5872 -1.172
C 2.5594 0.5604 -1.4001 1.476
C 2.1309 -0.9518 -1.4845 -0.577
O 2.5713 -1.7067 -2.3183 -0.680
H -2.5513 -0.8413 -0.5792 -0.293
H -4.0171 -0.5981 0.5991 0.596
H -4.4496 -3.2065 -0.0690 0.425
H -2.3114 -4.1620 1.1740 0.065
H -1.9756 -4.2362 -0.5855 0.369
H 0.5392 -2.7394 -2.7235 -0.267
H -0.5658 -3.9396 -1.9837 0.541
H -2.5268 -2.2230 -2.2890 -0.784
H -1.5766 -2.4038 -3.8106 0.753
H -4.4497 3.1080 -4.0233 0.459
H -0.0178 -0.4308 4.2082 0.349
H 1.4642 0.1977 3.4221 -0.259
H -2.2854 -5.4875 3.9040 0.079
H -3.1230 -4.0248 4.5069 0.279
H -1.7971 -4.8113 5.5717 0.315
H -2.1982 0.1349 2.2567 0.262
H -2.9920 0.4836 3.8257 0.417
H -3.9108 -0.5241 2.6550 0.240
H 4.4926 3.3170 1.7468 0.400
H 2.9996 2.3503 2.3215 -0.359
H 3.0834 5.2708 1.2471 0.136
H 1.6023 4.2751 1.0080 0.000
H 1.0583 6.2244 2.4951 0.347
H 3.5464 4.3782 -0.9539 -0.576
H 3.1284 3.4828 -3.2976 0.487
H 2.5199 0.9562 -3.5997 0.735
Cl -2.2637 5.9007 0.7279 -0.189
C -2.1421 5.9374 -1.0505 -0.559
C -1.8738 4.5659 -1.6339 -0.293
Cl -0.2416 3.9740 -1.2364 -0.044
H -1.3609 6.6472 -1.3214 0.434
H -3.0922 6.3188 -1.4232 0.338
H -1.9379 4.6085 -2.7222 0.300
H -2.5934 3.8298 -1.2805 0.047
Cl 0.9347 -4.1138 -4.9551 -0.115
C 2.6806 -4.4512 -5.0649 -0.473
C 3.3781 -3.5317 -6.0404 -0.302
Cl 2.9030 -3.8569 -7.7272 -0.177
H 2.8053 -5.4982 -5.3400 0.420
H 3.0931 -4.3104 -4.0649 0.196
H 4.4569 -3.6801 -5.9813 0.325
H 3.1664 -2.4846 -5.8256 0.184
Cl 8.1438 6.1072 0.3324 -0.185
C 6.9682 7.3155 0.9009 -0.523
C 5.6275 6.6968 1.2198 -0.292
Cl 4.7835 6.1231 -0.2449 -0.185
H 6.8830 8.0896 0.1387 0.383
H 7.3890 7.7677 1.8002 0.322
H 4.9791 7.4388 1.6877 0.392
H 5.7287 5.8535 1.9033 0.162
Cl -6.8172 -1.3308 -1.3186 -0.196
C -6.6738 -1.3025 -3.0959 -0.017
C -6.4449 -2.6821 -3.6702 -0.598
Cl -4.8378 -3.3258 -3.2501 -0.054
H -5.8664 -0.6196 -3.3598 -0.140
H -7.6075 -0.8919 -3.4819 0.377
H -6.4946 -2.6418 -4.7588 0.317
H -7.1947 -3.3921 -3.3213 0.329
Cl -4.7920 4.1753 -0.9314 -0.085
C -5.9764 5.3743 -0.3479 -0.441
C -7.3124 4.7461 -0.0240 -0.433
Cl -8.1572 4.1770 -1.4873 -0.211
H -6.0720 6.1514 -1.1061 0.377
H -5.5508 5.8250 0.5490 0.124
H -7.9616 5.4798 0.4498 0.290
H -7.2040 3.9002 0.6543 0.357
Cl -0.2003 -7.1163 2.9508 -0.043
C -0.1143 -8.4884 4.0803 -0.603
C -1.2854 -9.4308 3.9200 -0.393
Cl -2.8187 -8.6958 4.4548 -0.187
H -0.0555 -8.0895 5.0928 0.293
H 0.8164 -9.0158 3.8680 0.350
H -1.1306 -10.3203 4.5319 0.340
H -1.4057 -9.7465 2.8841 0.268
Cl -7.0484 6.7088 2.5689 -0.137
C -8.0700 6.9048 4.0162 -0.518
C -8.8687 5.6582 4.3199 -0.478
Cl -10.1293 5.3551 3.0981 -0.173
H -8.7164 7.7675 3.8590 0.336
H -7.4012 7.1280 4.8480 0.317
H -9.3763 5.7695 5.2785 0.333
H -8.2305 4.7766 4.3728 0.316
Cl 10.8781 6.8406 2.7237 -0.163
C 10.9515 5.4690 3.8562 -0.454
C 9.7828 4.5254 3.6784 -0.412
Cl 8.2414 5.2597 4.1913 -0.184
H 10.9951 5.8679 4.8692 0.316
H 11.8859 4.9430 3.6574 0.294
H 9.9290 3.6361 4.2924 0.345
H 9.6774 4.2098 2.6408 0.267
Cl -1.7625 -7.0806 -9.2990 -0.194
C -0.1373 -6.3613 -9.4304 -0.305
C 0.1529 -5.8572 -10.8255 -0.384
Cl 0.3198 -7.1864 -12.0007 -0.190
H 0.5895 -7.1093 -9.1153 0.312
H -0.1008 -5.5319 -8.7227 0.175
H 1.0964 -5.3101 -10.8310 0.239
H -0.6306 -5.1888 -11.1806 0.344
Cl -2.5766 -6.6015 0.5980 0.048
C -3.8094 -7.6936 -0.0814 -0.603
C -3.9385 -7.5374 -1.5801 -0.570
Cl -4.6374 -5.9629 -2.0387 -0.094
H -4.7521 -7.4957 0.4278 0.291
H -3.5008 -8.7118 0.1591 0.316
H -4.6025 -8.3071 -1.9757 0.389
H -2.9732 -7.6327 -2.0767 0.287
Cl 2.6183 2.9870 8.7927 -0.224
C 2.6972 2.9778 7.0105 -0.309
C 2.9513 1.5941 6.4580 0.368
Cl 4.5934 1.0091 6.8309 -0.221
H 3.4705 3.6802 6.7030 0.290
H 1.7379 3.3487 6.6496 0.277
H 2.8610 1.6100 5.3709 -0.461
H 2.2385 0.8679 6.8483 0.331
Cl 7.3067 1.7209 -4.8141 -0.196
C 7.4343 0.3377 -3.6977 -0.452
C 6.2907 -0.6370 -3.8646 -0.587
Cl 4.7377 0.0490 -3.3163 0.054
H 7.4829 0.7272 -2.6811 0.312
H 8.3797 -0.1597 -3.9177 0.355
H 6.4734 -1.5282 -3.2620 0.272
H 6.1767 -0.9464 -4.9038 0.290